(1)
DFT (the ωB97M-V functional and the def2-TZVPD basis) results for the ion C3H3N2O2 with charge -1.

Structure (ORCA input):
```
! RIJCOSX wB97M-V def2-TZVPD def2/J DEFGRID3
* xyz -1 3
C -1.478 0.647 -0.348
C -2.471 0.052 0.043
C -4.019 -0.136 -0.004
N 0.619 -0.258 0.041
N -0.156 0.917 -0.255
O -4.495 -1.279 0.068
O -4.641 0.929 0.060
H 0.025 -0.827 0.628
H 0.724 -0.553 -0.921
H -0.131 1.627 0.552
*
```

* highest occupied orbital energy (spin up / spin down): -1.193 / -4.344 eV
* <S²>: 2.009
* lowest unoccupied orbital energy (spin up / spin down): 4.3 / 1.6 eV

(2)
DFT (the ωB97M-V functional and the def2-TZVPD basis) results for a structure of composition C20H15Br2N3O3PdS2.

Structure (ORCA input):
```
! RIJCOSX wB97M-V def2-TZVPD def2/J DEFGRID3
* xyz 0 1
Pd 0.041 0.001 -1.590
O -1.426 3.559 2.175
C -2.580 2.961 1.833
C -3.723 3.296 2.560
C -4.938 2.717 2.261
C -5.047 1.786 1.228
C -3.919 1.451 0.507
C -2.677 2.025 0.792
C -1.499 1.614 0.006
O -1.673 0.750 -0.947
N -0.349 2.153 0.291
N 0.673 1.663 -0.522
C 1.835 2.150 -0.287
S 2.082 3.358 0.954
C 3.889 3.270 0.865
C 4.263 3.010 -0.579
S 3.249 1.631 -1.172
H -0.723 3.206 1.588
H -3.622 4.021 3.358
H -5.813 2.990 2.837
H -6.001 1.336 0.992
H -3.974 0.738 -0.304
H 4.238 2.466 1.512
H 4.285 4.219 1.224
H 5.307 2.717 -0.683
H 4.073 3.887 -1.197
C -2.481 -2.086 -0.358
C -1.145 -2.743 -0.511
C -0.928 -4.043 0.002
C 0.284 -4.644 -0.127
C 1.344 -3.961 -0.766
C 2.655 -4.464 -0.932
Br 3.104 -6.199 -0.313
C 3.618 -3.705 -1.529
C 3.323 -2.411 -1.987
Br 4.691 -1.403 -2.803
C 2.061 -1.861 -1.869
O 1.739 -0.673 -2.325
C 1.067 -2.669 -1.246
N -0.174 -2.093 -1.116
H -3.270 -2.835 -0.300
H -2.677 -1.404 -1.179
H -2.505 -1.499 0.564
H -1.750 -4.550 0.489
H 0.452 -5.641 0.257
H 4.620 -4.091 -1.652
*
```

* highest occupied orbital energy: -7.932 eV
* lowest unoccupied orbital energy: -0.5 eV

(3)
DFT (the ωB97M-V functional and the def2-TZVPD basis) results for a cluster of 3 separate species, C4H16N2O3 in total.

Structure (ORCA input):
```
! RIJCOSX wB97M-V def2-TZVPD def2/J DEFGRID3
* xyz 1 2
N 1.213 0.412 1.297
C 0.315 -0.532 0.622
C 0.365 -1.948 1.191
O 1.531 -2.689 0.836
C 0.532 -0.574 -0.902
N -0.432 0.288 -1.629
C -1.730 -0.227 -1.961
H 2.185 0.237 1.075
H 1.103 0.276 2.291
H -0.690 -0.167 0.860
H 0.331 -1.866 2.290
H -0.526 -2.498 0.857
H 2.136 -2.158 0.289
H 0.311 -1.591 -1.255
H 1.518 -0.269 -1.229
H 0.038 0.762 -2.398
H -1.847 -1.240 -1.603
H -1.847 -0.180 -3.044
H -2.529 0.366 -1.511
H 1.414 2.876 0.200
H 0.255 2.174 -0.374
O 0.850 2.897 -0.585
H -1.406 1.650 0.817
H -2.825 2.262 0.756
O -2.347 1.438 0.891
*
```

* highest occupied orbital energy (spin up / spin down): -14.027 / -14.013 eV
* <S²>: 0.754
* lowest unoccupied orbital energy (spin up / spin down): -3.2 / -8.2 eV

(4)
DFT (the ωB97M-V functional and the def2-TZVPD basis) results for a cluster of 10 separate species, C4H29N2O9S in total.

Structure (ORCA input):
```
! RIJCOSX wB97M-V def2-TZVPD def2/J DEFGRID3
* xyz -1 1
C 2.779 1.443 -0.356
N 2.119 1.168 1.007
C 0.633 1.265 0.872
N 0.157 -0.099 0.751
C 2.516 0.491 -1.524
C 1.576 0.958 -2.672
S -0.212 0.407 -2.611
H 2.537 2.518 -0.576
H 3.871 1.434 -0.050
H 2.301 0.269 1.452
H 0.394 2.089 0.205
H 0.328 1.714 1.851
H -0.850 -0.231 0.839
H 0.461 -0.531 -0.126
H 2.266 -0.514 -1.173
H 3.520 0.435 -2.025
H 1.384 2.007 -2.747
H 1.849 0.426 -3.594
H -2.007 1.782 3.007
H -1.123 0.442 3.225
O -1.998 0.820 3.033
H -0.779 -2.492 1.355
H 0.277 -3.598 1.284
O -0.432 -3.242 1.843
H -0.511 -2.972 -2.745
H 0.709 -2.144 -2.990
O 0.447 -3.012 -2.641
H -1.915 -1.480 -1.967
H -2.464 -1.832 -3.360
O -2.182 -2.229 -2.498
H 0.407 -0.271 2.701
H 0.339 -1.424 3.621
O 0.331 -0.452 3.659
H 0.829 -2.452 -0.011
H 1.115 -3.330 -1.136
O 1.351 -3.239 -0.173
H -1.449 3.909 1.553
H -2.716 3.342 1.031
O -2.189 3.341 1.834
H -0.911 2.959 -1.960
H -2.151 2.281 -2.242
O -1.849 3.219 -2.003
H -2.988 -1.768 2.324
H -2.808 -0.296 2.138
O -2.964 -1.110 1.594
*
```

* highest occupied orbital energy: -4.143 eV
* lowest unoccupied orbital energy: 2.8 eV

Calculated values (g mol⁻¹) of molecular weight for the records, taken in order: 99.069, 675.720, 140.183, 281.348.
Calculated values (eV Å⁻¹) of maximum force for the records, taken in order: 7.616, 0.818, 2.443, 3.099.